DFT (the ωB97M-V functional and the def2-TZVPD basis) results for 7 unconnected molecules or ions with the total composition C24H60N2O7.

The geometry in ORCA input format:
```
! RIJCOSX wB97M-V def2-TZVPD def2/J DEFGRID3
* xyz 0 1
C 4.67 -22.63 4.04
C 3.20 -22.91 3.49
C 2.64 -24.15 4.22
C 2.13 -23.81 5.64
C 1.11 -22.62 5.62
C 1.63 -21.39 4.84
N 2.22 -21.75 3.55
O 2.81 -20.64 2.96
C 0.40 -20.51 4.55
C 2.54 -20.74 5.91
C 3.40 -23.33 1.96
H 5.53 -23.28 3.92
H 4.62 -22.36 5.09
H 5.08 -21.76 3.53
H 1.87 -24.60 3.59
H 3.48 -24.74 4.58
H 3.00 -23.64 6.27
H 1.66 -24.68 6.09
H 0.96 -22.30 6.65
H 0.15 -22.93 5.22
H -0.19 -20.34 5.45
H 0.78 -19.60 4.09
H -0.24 -20.99 3.81
H 3.15 -21.53 6.35
H 3.07 -19.92 5.41
H 1.91 -20.35 6.70
H 3.96 -22.60 1.39
H 2.45 -23.22 1.44
H 3.75 -24.36 1.94
H 2.51 -20.78 2.06
C 2.51 -21.43 -7.80
C 3.76 -22.08 -7.19
C 4.75 -22.62 -8.26
C 5.92 -21.64 -8.75
C 6.43 -20.81 -7.53
C 5.39 -20.15 -6.61
N 4.41 -21.21 -6.17
O 3.52 -20.70 -5.18
C 6.31 -19.62 -5.43
C 4.66 -18.86 -7.19
C 3.27 -23.29 -6.44
H 1.97 -22.23 -8.30
H 2.61 -20.46 -8.29
H 1.92 -21.20 -6.91
H 5.18 -23.59 -8.03
H 4.23 -22.85 -9.19
H 5.42 -20.91 -9.39
H 6.68 -22.11 -9.38
H 7.03 -19.98 -7.90
H 7.01 -21.49 -6.91
H 6.91 -20.36 -4.92
H 6.95 -18.79 -5.74
H 5.58 -19.24 -4.71
H 4.17 -19.14 -8.13
H 3.90 -18.49 -6.50
H 5.49 -18.17 -7.32
H 2.44 -23.15 -5.75
H 4.20 -23.81 -6.20
H 2.79 -23.98 -7.14
H 3.76 -21.27 -4.45
C 5.01 -20.61 -1.42
C 4.74 -22.10 -1.41
O 4.85 -22.55 -2.81
H 5.99 -20.51 -1.89
H 4.83 -20.11 -0.47
H 4.30 -20.22 -2.14
H 3.71 -22.36 -1.16
H 5.39 -22.66 -0.74
H 5.78 -22.74 -2.91
C 8.39 -18.54 -2.34
O 8.27 -17.28 -1.82
H 8.50 -19.30 -1.56
H 7.49 -18.73 -2.94
H 9.19 -18.55 -3.07
H 9.09 -16.79 -1.87
C 6.15 -25.50 -3.34
O 5.16 -25.96 -2.45
H 6.85 -24.79 -2.91
H 6.72 -26.31 -3.80
H 5.60 -25.04 -4.16
H 4.43 -25.34 -2.51
C 1.38 -19.05 0.19
O 2.00 -20.36 0.13
H 2.19 -18.35 0.38
H 0.80 -18.73 -0.67
H 0.79 -18.97 1.11
H 1.41 -20.94 -0.35
C 1.13 -22.09 -3.24
O 0.28 -22.81 -2.30
H 1.73 -21.32 -2.76
H 1.90 -22.71 -3.69
H 0.55 -21.59 -4.02
H -0.34 -22.16 -1.96
*
```

Computed properties:
* E_LUMO: 0.4 eV
* relative energy (zero: lowest compared OMol25 entry of this formula, charge and spin): 418.3 kJ/mol
* total energy: -43167.2846 eV
* SMILES string: CC1(C)CCCC(C)(C)N1O.CC1(C)CCCC(C)(C)N1O.CCO.CO.CO.CO.CO